{
  "formula": "C3H6NO2",
  "method": "wB97M-V/def2-TZVPD",
  "total_charge": 1,
  "max_force_ha_per_bohr": 0.0955,
  "relative_energy_kcal_mol": 133.2,
  "mol_weight_g_mol": 88.1,
  "orbital_gap_ev": [7.9, 8.0],
  "e_homo_ev": [-14.300, -14.450],
  "lumo_energy_ev": [-6.4, -6.5],
  "symbols": ["C", "C", "C", "N", "O", "O", "H", "H", "H", "H", "H", "H"],
  "xyz": [[-0.195, 0.349, 0.554], [0.954, -0.143, 2.572], [-0.466, -0.441, -1.764], [0.379, -0.276, -0.582], [0.116, 0.286, 1.797], [1.578, -0.398, -0.747], [-1.181, 0.684, 0.353], [0.807, 0.330, 3.546], [1.627, -0.939, 2.262], [0.178, -1.034, -2.434], [-0.706, 0.441, -2.202], [-1.387, -0.837, -1.545]],
  "mulliken_charge": [-0.1038, -0.0638, -0.9145, 0.4949, -0.1182, -0.4239, 0.4095, 0.2989, 0.2887, 0.3141, 0.4338, 0.3842]
}

---

{
  "formula": "C3H6NO2S",
  "method": "wB97M-V/def2-TZVPD",
  "total_charge": -1,
  "max_force_ha_per_bohr": 0.0789,
  "relative_energy_kcal_mol": 118.2,
  "mol_weight_g_mol": 120.2,
  "orbital_gap_ev": 6.8,
  "e_homo_ev": -2.929,
  "lumo_energy_ev": 3.9,
  "symbols": ["C", "C", "C", "N", "O", "O", "S", "H", "H", "H", "H", "H", "H"],
  "xyz": [[-2.106, -0.168, 0.101], [-1.424, 0.812, -0.467], [1.461, -0.805, -0.523], [2.611, -0.409, 0.191], [0.788, 2.047, -0.959], [0.478, 1.084, 1.264], [0.435, 0.799, -0.195], [-3.224, -0.225, 0.346], [-1.652, -1.056, 0.459], [-1.910, 1.692, -0.625], [0.935, -1.418, 0.278], [2.444, -0.217, 1.261], [2.941, 0.476, -0.126]],
  "mulliken_charge": [-0.6006, -0.3552, -0.4463, -0.6189, -0.7396, -0.6589, 0.9181, 0.1902, 0.2152, 0.4105, 0.1314, 0.2791, 0.2748]
}

---

{
  "formula": "C3H6NO3",
  "method": "wB97M-V/def2-TZVPD",
  "total_charge": 0,
  "max_force_ha_per_bohr": 0.0770,
  "relative_energy_kcal_mol": 43.1,
  "mol_weight_g_mol": 104.1,
  "orbital_gap_ev": [10.6, 5.1],
  "multiplicity": 2,
  "e_homo_ev": [-9.762, -9.591],
  "lumo_energy_ev": [0.8, -4.5],
  "symbols": ["O", "C", "O", "H", "O", "C", "C", "N", "H", "H", "H", "H", "H"],
  "xyz": [[-0.533, 2.137, -0.473], [-1.107, 1.801, 0.608], [-1.164, 0.653, 1.118], [-1.583, 2.586, 1.244], [1.112, -1.340, 1.904], [0.977, -0.740, 0.874], [0.190, -1.267, -0.323], [0.553, -0.362, -1.453], [1.380, 0.309, 0.778], [0.588, -2.307, -0.463], [-0.890, -1.400, -0.168], [0.296, -0.644, -2.409], [0.182, 0.575, -1.237]],
  "lowdin_spin": [0.6077, 0.0599, 0.0450, 0.0389, 0.0053, 0.0021, 0.0160, 0.2084, 0.0011, 0.0046, 0.0070, 0.0025, 0.0015]
}

---

{
  "formula": "C3H6NO3S",
  "method": "wB97M-V/def2-TZVPD",
  "total_charge": -1,
  "max_force_ha_per_bohr": 0.1030,
  "relative_energy_kcal_mol": 67.5,
  "mol_weight_g_mol": 136.2,
  "orbital_gap_ev": [6.4, 6.4],
  "e_homo_ev": [-2.637, -2.635],
  "lumo_energy_ev": [3.7, 3.7],
  "symbols": ["C", "C", "C", "N", "O", "O", "O", "S", "H", "H", "H", "H", "H", "H"],
  "xyz": [[-1.241, 0.061, 0.509], [-0.560, -1.203, -0.085], [0.928, 1.193, 0.330], [-0.388, 1.076, 0.840], [3.578, 0.696, -0.744], [-2.447, 0.201, 0.768], [2.989, -1.301, 0.455], [3.175, 0.177, 0.567], [-0.697, -2.106, 0.376], [0.464, -1.081, -0.267], [-1.200, -1.203, -1.051], [1.376, 2.134, 0.621], [1.068, 0.826, -0.679], [-0.855, 1.942, 1.233]],
  "mulliken_charge": [0.4848, -0.7570, -1.1599, -0.0649, -0.5499, -0.7205, -0.5982, 0.5219, 0.3413, 0.2799, 0.1630, 0.3980, 0.3811, 0.2803]
}

---

{
  "formula": "C3H6NOS",
  "method": "wB97M-V/def2-TZVPD",
  "total_charge": 1,
  "max_force_ha_per_bohr": 0.1753,
  "relative_energy_kcal_mol": 68.0,
  "mol_weight_g_mol": 104.2,
  "orbital_gap_ev": [8.3, 8.3],
  "e_homo_ev": [-12.875, -12.874],
  "lumo_energy_ev": [-4.6, -4.6],
  "symbols": ["C", "C", "C", "N", "O", "S", "H", "H", "H", "H", "H", "H"],
  "xyz": [[0.621, 1.144, -0.587], [1.303, 0.957, 0.861], [-0.473, -0.933, 0.239], [-0.382, 0.216, -0.806], [-1.738, -1.079, 0.529], [0.578, -0.272, 1.714], [1.150, 1.530, -1.471], [2.202, 1.552, 0.977], [0.148, -1.727, -0.298], [-1.239, 0.562, -0.458], [-0.237, -0.169, -1.782], [-1.934, -1.779, 1.082]],
  "mulliken_charge": [-0.5400, -0.0999, -0.1086, -0.0292, -0.4130, -0.0520, 0.3473, 0.4040, 0.3963, 0.3564, 0.3880, 0.3508]
}

---

{
  "formula": "C3H6NP",
  "method": "wB97M-V/def2-TZVPD",
  "total_charge": 0,
  "max_force_ha_per_bohr": 0.0627,
  "relative_energy_kcal_mol": 8.1,
  "mol_weight_g_mol": 87.1,
  "orbital_gap_ev": 10.7,
  "e_homo_ev": -10.032,
  "lumo_energy_ev": 0.7,
  "symbols": ["C", "C", "C", "N", "P", "H", "H", "H", "H", "H", "H"],
  "xyz": [[1.390, -1.771, 0.035], [-0.888, 1.394, 0.016], [0.617, -0.739, -0.592], [2.043, -2.528, 0.602], [0.500, 0.432, 0.826], [-0.559, 2.165, -0.728], [-1.430, 1.639, 0.931], [-1.746, 0.934, -0.521], [0.927, -0.179, -1.409], [-0.438, -1.028, -0.660], [-0.417, -0.319, 1.501]],
  "mulliken_charge": [0.2394, -1.0960, -0.4693, -0.3950, 0.0153, 0.3305, 0.3493, 0.3790, 0.3767, 0.2405, 0.0295]
}

---

{
  "formula": "C3H6NP",
  "method": "wB97M-V/def2-TZVPD",
  "total_charge": 0,
  "max_force_ha_per_bohr": 0.1587,
  "relative_energy_kcal_mol": 51.8,
  "mol_weight_g_mol": 87.1,
  "orbital_gap_ev": [7.3, 8.4],
  "multiplicity": 3,
  "e_homo_ev": [-6.469, -10.145],
  "lumo_energy_ev": [0.8, -1.7],
  "symbols": ["C", "C", "C", "N", "P", "H", "H", "H", "H", "H", "H"],
  "xyz": [[0.302, -0.995, 0.107], [-0.040, 0.114, 1.069], [-0.856, 1.100, 0.765], [-0.410, 0.985, -2.056], [0.253, -0.272, -1.561], [1.456, -1.197, 0.389], [-0.099, -1.952, 0.210], [0.533, 0.135, 1.913], [-1.439, 1.350, -0.058], [-0.747, 1.948, 1.548], [1.047, -1.215, -2.325]],
  "lowdin_spin": [0.1156, 0.0155, 0.0157, 1.1155, 0.6034, 0.0231, 0.0160, 0.0018, 0.0100, 0.0027, 0.0809]
}

---

{
  "formula": "C3H6NS",
  "method": "wB97M-V/def2-TZVPD",
  "total_charge": -2,
  "max_force_ha_per_bohr": 0.0283,
  "mol_weight_g_mol": 88.2,
  "orbital_gap_ev": [3.2, 6.0],
  "multiplicity": 2,
  "e_homo_ev": [3.637, 0.813],
  "lumo_energy_ev": [6.9, 6.8],
  "symbols": ["S", "H", "C", "C", "C", "N", "H", "H", "H", "H", "H"],
  "xyz": [[0.001, -2.290, -0.646], [-0.258, -3.574, -0.960], [0.625, 0.667, 0.418], [0.638, 0.388, 1.764], [-0.955, 1.044, -1.254], [-0.326, 1.475, -0.177], [1.292, 0.078, -0.239], [-0.247, 0.467, 2.386], [1.547, -0.053, 2.175], [-1.586, 1.735, -1.812], [-0.732, 0.064, -1.657]],
  "lowdin_spin": [0.0199, 0.0014, 0.1055, 0.1565, 0.3729, 0.1797, 0.0104, 0.0271, 0.0255, 0.0605, 0.0406]
}

---

{
  "formula": "C3H6O",
  "method": "wB97M-V/def2-TZVPD",
  "total_charge": 0,
  "max_force_ha_per_bohr": 0.1283,
  "relative_energy_kcal_mol": 66.7,
  "mol_weight_g_mol": 58.1,
  "orbital_gap_ev": 10.3,
  "e_homo_ev": -9.357,
  "lumo_energy_ev": 0.9,
  "symbols": ["O", "C", "C", "C", "H", "H", "H", "H", "H", "H"],
  "xyz": [[-0.037, 2.062, 1.415], [0.164, 1.199, 0.500], [-0.335, -0.139, 0.492], [0.176, -1.069, -0.664], [0.973, 1.346, -0.362], [-0.651, -0.467, 1.478], [-0.994, 0.776, 0.072], [0.508, -0.367, -1.621], [-0.716, -1.554, -1.053], [0.911, -1.787, -0.257]],
  "mulliken_charge": [-0.5851, 0.0876, -0.2640, -0.8419, 0.2073, 0.4117, 0.1601, 0.2647, 0.2776, 0.2819]
}

---

{
  "formula": "C3H6O",
  "method": "wB97M-V/def2-TZVPD",
  "total_charge": 0,
  "max_force_ha_per_bohr": 0.1139,
  "relative_energy_kcal_mol": 75.4,
  "mol_weight_g_mol": 58.1,
  "orbital_gap_ev": 10.9,
  "e_homo_ev": -9.747,
  "lumo_energy_ev": 1.1,
  "symbols": ["C", "C", "C", "H", "H", "H", "H", "H", "H", "O"],
  "xyz": [[-0.414, 0.131, 0.493], [0.434, -0.941, -0.161], [1.078, 0.247, 0.466], [-1.605, 0.014, -1.126], [-0.932, 0.028, 1.402], [0.433, -0.689, -1.216], [0.552, -2.068, 0.097], [2.006, 0.159, 1.238], [1.842, 0.931, -0.098], [-1.110, 0.625, -0.635]],
  "mulliken_charge": [-0.1313, -0.4909, -0.3946, 0.3120, 0.3294, 0.2624, 0.2535, 0.2264, 0.1930, -0.5599]
}

---

{
  "formula": "C3H6O",
  "method": "wB97M-V/def2-TZVPD",
  "total_charge": 0,
  "max_force_ha_per_bohr": 0.0713,
  "relative_energy_kcal_mol": 54.0,
  "mol_weight_g_mol": 58.1,
  "orbital_gap_ev": 10.3,
  "e_homo_ev": -9.268,
  "lumo_energy_ev": 1.0,
  "symbols": ["C", "C", "C", "O", "H", "H", "H", "H", "H", "H"],
  "xyz": [[0.612, -0.916, -0.060], [0.722, 0.545, -0.435], [-0.470, -0.065, 0.441], [-1.844, 0.174, -0.211], [0.652, -1.454, -1.003], [1.344, -1.295, 0.658], [1.310, 1.305, 0.194], [0.446, 0.909, -1.494], [-0.592, -0.077, 1.510], [-2.180, 0.875, 0.398]],
  "mulliken_charge": [-0.5067, -0.4505, -0.0573, -0.5268, 0.2548, 0.2313, 0.2205, 0.2264, 0.2955, 0.3127]
}

---

{
  "formula": "C3H6O",
  "method": "wB97M-V/def2-TZVPD",
  "total_charge": 0,
  "max_force_ha_per_bohr": 0.0901,
  "relative_energy_kcal_mol": 96.7,
  "mol_weight_g_mol": 58.1,
  "orbital_gap_ev": [8.3, 8.8],
  "e_homo_ev": [-7.875, -8.534],
  "lumo_energy_ev": [0.5, 0.3],
  "symbols": ["C", "C", "C", "O", "H", "H", "H", "H", "H", "H"],
  "xyz": [[0.594, 0.658, -0.530], [0.604, 0.959, 0.996], [-1.104, -1.515, -0.762], [1.248, 1.067, -1.474], [-0.414, 0.769, 1.324], [1.369, 0.361, 1.441], [1.014, 2.033, 1.111], [-0.882, -1.590, 0.384], [-0.407, -1.639, -1.505], [-2.021, -1.103, -0.985]],
  "mulliken_charge": [0.3489, -0.8329, -0.9020, -0.3880, 0.3049, 0.2671, 0.3076, 0.2240, 0.3550, 0.3154]
}

---

{
  "formula": "C3H6O",
  "method": "wB97M-V/def2-TZVPD",
  "total_charge": 0,
  "max_force_ha_per_bohr": 0.0489,
  "relative_energy_kcal_mol": 78.9,
  "mol_weight_g_mol": 58.1,
  "orbital_gap_ev": 10.1,
  "e_homo_ev": -9.759,
  "lumo_energy_ev": 0.4,
  "symbols": ["C", "C", "C", "O", "H", "H", "H", "H", "H", "H"],
  "xyz": [[-0.960, 1.331, 0.496], [-0.377, 0.116, 0.659], [-0.358, -0.354, -0.767], [0.340, 0.023, -1.667], [-0.392, 2.060, -0.074], [-1.080, -1.189, -0.871], [-1.715, 1.742, 1.161], [2.221, -1.581, -0.371], [2.901, -1.652, -0.095], [-0.580, -0.496, 1.528]],
  "mulliken_charge": [-0.6529, -0.1617, 0.1067, -0.4657, 0.2748, 0.3216, 0.2798, -0.1963, 0.1929, 0.3007]
}

---

{
  "formula": "C3H6O",
  "method": "wB97M-V/def2-TZVPD",
  "total_charge": 0,
  "max_force_ha_per_bohr": 0.0494,
  "relative_energy_kcal_mol": 20.8,
  "mol_weight_g_mol": 58.1,
  "orbital_gap_ev": 10.9,
  "e_homo_ev": -9.876,
  "lumo_energy_ev": 1.1,
  "symbols": ["O", "C", "C", "C", "H", "H", "H", "H", "H", "H"],
  "xyz": [[0.406, -0.345, -1.931], [0.202, -0.961, -0.945], [0.193, -0.418, 0.426], [-0.239, 1.042, 0.412], [-0.205, -2.013, -1.031], [1.139, -0.576, 0.895], [-0.496, -1.051, 1.010], [0.534, 1.858, 0.550], [-1.044, 1.090, 1.218], [-0.489, 1.374, -0.605]],
  "mulliken_charge": [-0.4455, -0.0178, -0.3347, -0.8847, 0.2906, 0.2966, 0.2980, 0.2764, 0.2372, 0.2838]
}

---

{
  "formula": "C3H6O",
  "method": "wB97M-V/def2-TZVPD",
  "total_charge": 0,
  "max_force_ha_per_bohr": 0.0318,
  "relative_energy_kcal_mol": 70.9,
  "mol_weight_g_mol": 58.1,
  "orbital_gap_ev": 10.5,
  "e_homo_ev": -9.315,
  "lumo_energy_ev": 1.2,
  "symbols": ["C", "C", "C", "O", "H", "H", "H", "H", "H", "H"],
  "xyz": [[-1.371, 0.250, 0.207], [-0.002, -0.212, -0.392], [1.597, -0.044, -0.038], [0.711, -0.927, 0.558], [-1.670, -0.461, 1.002], [-2.201, 0.230, -0.519], [-1.372, 1.237, 0.673], [-0.033, -0.451, -1.447], [2.536, -0.596, -0.294], [1.806, 0.975, 0.250]],
  "mulliken_charge": [-0.9652, 0.0111, -0.3266, -0.3562, 0.2701, 0.2922, 0.2666, 0.3438, 0.2546, 0.2096]
}

---

{
  "formula": "C3H6O",
  "method": "wB97M-V/def2-TZVPD",
  "total_charge": 0,
  "max_force_ha_per_bohr": 0.0342,
  "relative_energy_kcal_mol": 29.3,
  "mol_weight_g_mol": 58.1,
  "orbital_gap_ev": 10.7,
  "e_homo_ev": -9.726,
  "lumo_energy_ev": 1.0,
  "symbols": ["C", "O", "C", "C", "H", "H", "H", "H", "H", "H"],
  "xyz": [[0.827, -0.078, 0.176], [1.220, -0.708, -1.053], [-0.680, 0.067, 0.097], [-1.594, 0.752, 0.745], [1.310, 0.899, 0.263], [1.036, -0.775, 0.987], [2.091, -1.097, -0.927], [-1.024, -0.528, -0.749], [-2.637, 0.556, 0.557], [-1.301, 1.473, 1.492]],
  "mulliken_charge": [-0.2018, -0.5104, -0.1334, -0.7173, 0.2624, 0.2486, 0.2958, 0.2550, 0.2450, 0.2562]
}

---

{
  "formula": "C3H6O",
  "method": "wB97M-V/def2-TZVPD",
  "total_charge": 0,
  "max_force_ha_per_bohr": 0.0527,
  "relative_energy_kcal_mol": 16.4,
  "mol_weight_g_mol": 58.1,
  "orbital_gap_ev": 10.9,
  "e_homo_ev": -9.769,
  "lumo_energy_ev": 1.1,
  "symbols": ["O", "C", "C", "C", "H", "H", "H", "H", "H", "H"],
  "xyz": [[-0.292, 0.837, 1.749], [0.706, 0.495, 1.166], [0.548, -0.059, -0.274], [-0.888, -0.391, -0.687], [1.608, 0.384, 1.799], [0.941, 0.796, -0.829], [1.169, -0.927, -0.503], [-1.500, 0.512, -0.495], [-0.952, -0.429, -1.774], [-1.341, -1.218, -0.153]],
  "mulliken_charge": [-0.4535, -0.0616, -0.3113, -1.0259, 0.3716, 0.2265, 0.3320, 0.2836, 0.3363, 0.3023]
}

---

{
  "formula": "C3H6O",
  "method": "wB97M-V/def2-TZVPD",
  "total_charge": 0,
  "max_force_ha_per_bohr": 0.1173,
  "relative_energy_kcal_mol": 56.5,
  "mol_weight_g_mol": 58.1,
  "orbital_gap_ev": 9.3,
  "e_homo_ev": -8.617,
  "lumo_energy_ev": 0.7,
  "symbols": ["C", "C", "O", "C", "H", "H", "H", "H", "H", "H"],
  "xyz": [[-1.381, 0.002, 0.344], [0.137, 0.140, 0.369], [0.072, 1.348, 0.588], [1.304, -0.296, -0.443], [-1.954, 0.951, 0.210], [-1.471, -0.628, -0.519], [-1.656, -0.452, 1.276], [1.205, -1.063, -1.204], [1.694, 0.624, -0.891], [2.050, -0.626, 0.270]],
  "mulliken_charge": [-0.9120, 0.7830, -0.5167, -1.0604, 0.2606, 0.2849, 0.2586, 0.3104, 0.3121, 0.2796]
}

---

{
  "formula": "C3H6O",
  "method": "wB97M-V/def2-TZVPD",
  "total_charge": 0,
  "max_force_ha_per_bohr": 0.0068,
  "relative_energy_kcal_mol": 145.8,
  "mol_weight_g_mol": 58.1,
  "orbital_gap_ev": 9.8,
  "e_homo_ev": -9.247,
  "lumo_energy_ev": 0.5,
  "symbols": ["C", "C", "C", "O", "H", "H", "H", "H", "H", "H"],
  "xyz": [[-1.241, 0.210, 0.408], [0.059, -0.305, 0.156], [1.418, 0.144, -0.088], [1.000, -0.561, 1.110], [-2.096, -0.395, 0.133], [-1.045, 0.077, -1.204], [-1.389, 0.755, 1.349], [-0.464, -0.688, -1.199], [2.070, -0.423, -0.749], [1.689, 1.185, 0.084]],
  "mulliken_charge": [-0.9179, 0.3103, -0.1388, -0.4017, 0.2955, 0.1206, 0.2766, 0.0166, 0.2380, 0.2008]
}

---

{
  "formula": "C3H6O2",
  "method": "wB97M-V/def2-TZVPD",
  "total_charge": 0,
  "max_force_ha_per_bohr": 0.0323,
  "relative_energy_kcal_mol": 1.2,
  "mol_weight_g_mol": 74.1,
  "orbital_gap_ev": 11.5,
  "e_homo_ev": -10.647,
  "lumo_energy_ev": 0.8,
  "symbols": ["C", "C", "C", "H", "H", "H", "H", "H", "H", "O", "O"],
  "xyz": [[-1.968, 0.090, 0.120], [-0.691, -0.746, -0.125], [0.551, 0.103, -0.019], [-2.858, -0.526, -0.201], [-1.922, 1.025, -0.539], [-2.069, 0.406, 1.197], [-0.566, -1.651, 0.523], [-0.701, -1.189, -1.177], [2.448, -0.007, 0.144], [1.709, -0.649, 0.092], [0.580, 1.307, -0.068]],
  "mulliken_charge": [-0.9287, -0.2768, 0.4977, 0.3117, 0.2509, 0.2756, 0.2944, 0.2373, 0.3429, -0.4639, -0.5411]
}